{
  "formula": "C4H13NS",
  "method": "ωB97M-V/def2-TZVPD",
  "de_lowest_kcal_mol": 13.5,
  "total_energy_ha": -613.10752,
  "homo_lumo_gap_ev": 9.36,
  "homo_energy_ev": -8.4,
  "smiles": "CNC.CSC",
  "symbols": ["H", "H", "S", "H", "C", "H", "C", "H", "C", "H", "H", "H", "H", "N", "H", "H", "H", "C", "H"],
  "coordinates": [[2.61, -1.19, -0.90], [3.59, -1.06, 0.54], [1.90, 0.66, 0.44], [-1.74, -0.87, -1.46], [-1.71, -0.83, -0.38], [0.64, 0.40, -1.59], [1.43, 1.07, -1.28], [-2.35, -1.63, 0.02], [2.57, -1.01, 0.17], [-0.87, 0.67, 1.77], [-1.77, 1.21, -0.39], [-2.43, 1.51, 1.90], [-0.67, -1.08, -0.08], [-2.18, 0.44, 0.11], [-2.35, -0.24, 2.09], [2.33, 1.03, -1.88], [1.91, -1.76, 0.62], [-1.94, 0.61, 1.54], [1.01, 2.07, -1.25]],
  "lowdin_charge": [0.026, 0.028, 0.713, 0.072, -0.172, 0.011, -0.409, 0.079, -0.417, 0.042, 0.084, 0.071, 0.055, -0.182, 0.075, 0.028, 0.023, -0.153, 0.026]
}